C20H34BrF3I2O7PS2 | ωB97M-V with the def2-TZVPD basis set

XYZ file:
```
70
Properties=species:S:1:pos:R:3:forces:R:3
C -0.335133 2.798509 2.876536 0.353 -0.064 -0.147
C 0.222209 2.350228 1.486920 -1.030 0.970 0.769
C 0.320350 0.829018 1.452244 0.874 -0.054 0.577
C 1.469827 0.415610 2.445749 -0.611 -0.055 0.157
C 0.367131 -0.001179 0.128365 -0.306 -0.704 0.444
C -1.060742 -0.524766 -0.359785 0.434 0.231 -0.843
C -2.148624 0.561276 -0.646729 -0.277 -0.132 -0.681
Br -2.972177 1.501095 0.869230 -0.101 -0.121 0.212
C -1.772349 1.589999 -1.772589 -0.296 -0.786 0.088
C -2.137151 3.050989 -1.582211 0.168 0.466 -0.531
C -1.652555 -1.671260 0.522636 -0.367 0.437 0.832
I -0.491572 -3.536061 0.511268 -0.197 0.300 -0.293
C -2.098046 -1.498089 2.007470 0.594 -1.250 0.679
C -1.105832 -1.916142 3.133321 -0.629 0.832 0.302
I -3.764495 -2.885841 2.140938 -0.429 0.186 0.458
C -1.021341 -1.242423 -1.789341 0.742 0.388 0.524
S 0.568464 -1.457894 -2.558242 -1.817 -1.546 -2.077
O 0.327643 -1.460533 -3.956583 -0.276 1.263 -1.102
O 1.274429 -2.652165 -2.224034 1.013 0.413 2.129
O 1.305429 -0.072745 -2.270256 -0.868 0.583 0.433
C 1.464990 0.376853 -0.919724 1.666 -1.473 0.432
P 3.212958 -0.344268 -0.439818 0.740 1.072 0.693
C 4.163443 -0.442337 -2.028843 -0.229 -0.600 0.503
C 3.159230 -2.081504 0.140688 0.608 -0.891 0.256
C 4.238128 -2.281635 1.254007 -0.829 0.172 -0.769
S 1.959174 2.158134 -1.206512 -1.446 1.670 -3.116
O 2.555244 2.204934 -2.505899 1.667 -1.302 -0.283
O 0.910462 3.135539 -1.225277 -0.799 -0.232 2.012
C 3.350015 2.826977 -0.135148 0.421 -0.035 0.614
F 4.494006 2.666166 -0.754600 0.674 -0.512 -0.564
F 3.480949 2.375185 1.095272 -0.290 -0.257 0.566
F 3.143473 4.125043 -0.070488 -0.588 0.829 0.015
H 0.491243 3.072956 3.538498 -0.143 -0.059 0.103
H -0.919639 2.016121 3.368756 0.019 0.035 -0.087
H -0.982285 3.671283 2.771830 0.076 -0.025 -0.014
H -0.447873 2.789290 0.754632 0.066 -0.436 -0.250
H 1.154055 2.910434 1.395051 0.166 -0.473 -0.292
H -0.571596 0.493936 1.979462 -0.214 -0.088 -0.490
H 2.030668 1.284658 2.785029 0.330 -0.141 -0.307
H 1.035055 0.001912 3.360007 -0.033 0.020 -0.068
H 2.112961 -0.369379 2.048024 0.195 0.273 -0.007
H 0.774663 -0.938498 0.533878 -0.049 -0.032 -0.349
H -2.979805 -0.026347 -1.050608 -0.038 0.306 0.279
H -2.337035 1.278025 -2.658405 -0.011 -0.205 0.143
H -0.736682 1.395897 -2.054426 0.068 0.592 0.154
H -1.847735 3.578947 -2.497865 0.117 -0.037 0.103
H -3.217516 3.187023 -1.511019 0.025 -0.175 0.168
H -1.664777 3.578995 -0.755912 0.056 -0.222 0.043
H -2.554150 -1.972261 -0.024099 0.361 -0.118 -0.140
H -2.521490 -0.565430 2.356644 -0.094 0.201 -0.926
H -1.361769 -1.322078 4.022284 0.025 -0.026 -0.096
H -0.071999 -1.673692 2.895302 -0.010 -0.302 -0.142
H -1.245670 -2.946752 3.439679 0.425 -0.140 -0.266
H -1.617381 -0.724346 -2.543786 0.250 0.141 0.019
H -1.502639 -2.228407 -1.797012 0.161 0.022 0.176
H 5.052989 -1.023678 -1.754676 -0.117 -0.011 0.038
H 3.632655 -0.988174 -2.809105 0.058 0.221 -0.109
H 4.519630 0.536149 -2.335954 -0.318 0.023 -0.144
H 2.221741 -2.482927 0.525142 -0.197 0.423 -0.261
H 3.457319 -2.744349 -0.676508 -0.382 0.141 -0.175
H 4.161783 -3.319834 1.582981 0.183 0.076 0.130
H 4.033994 -1.604608 2.083822 0.321 -0.066 0.065
H 5.220044 -2.107551 0.812939 0.114 0.084 0.362
C -5.532716 -1.504866 -1.345749 -0.038 0.205 -0.165
C -4.200156 -1.877501 -2.024407 -0.639 -0.102 -0.065
O -3.775321 -1.078753 -2.893064 0.276 0.037 0.088
O -3.670427 -2.943675 -1.622372 0.343 0.261 -0.007
H -5.932143 -0.568486 -1.737117 0.067 -0.011 -0.047
H -6.273026 -2.291092 -1.504831 0.096 -0.077 0.123
H -5.362506 -1.389656 -0.275612 -0.081 -0.116 0.123
```
Forces are in eV/Å.

Multiplicity: 1
Lowest unoccupied orbital energy: 2.1273 eV
Charge: -1
Orbital gap: 7.6 eV